Computed, not measured: a molecular structure, C28H52FeN2O2Si2 in a non-equilibrium geometry, with ωB97M-V with the def2-TZVPD basis set.

Total charge = 0
<S²> = 6.089
Frontier orbital gap (alpha / beta) = 5.58 / 6.80 eV
Highest occupied orbital energy (alpha / beta) = -6.615 / -7.854 eV
LUMO energy (alpha / beta) = -0.0379 / -0.0387 hartree
Multiplicity = 5

Cartesian coordinates (Å):
O  -1.73268  -1.91795  -1.65681
O  0.93417  1.25997  -4.43003
C  -0.49502  -2.62684  -1.98693
C  -0.66236  -4.14392  -1.82079
H  0.30180  -2.20023  -1.32701
H  -0.20077  -2.39231  -3.02548
H  -0.79581  -4.36877  -0.76195
H  0.20629  -4.70815  -2.19426
H  -1.54710  -4.48501  -2.38096
C  -2.00875  -0.77811  -2.52926
C  -1.75778  -1.03678  -4.00899
H  -1.39876  0.11972  -2.27407
H  -3.07387  -0.45183  -2.38110
H  -0.79842  -0.56818  -4.29207
H  -2.55332  -0.53157  -4.56952
H  -1.74502  -2.11142  -4.25953
C  0.55379  2.50322  -3.85917
C  2.35164  1.05708  -4.53915
C  -0.84527  2.88540  -4.30683
H  1.21869  3.33245  -4.16844
H  0.58500  2.39941  -2.75981
H  -0.88939  2.99366  -5.39745
H  -1.10905  3.84915  -3.86352
H  -1.60329  2.15899  -3.99693
C  2.65847  0.73412  -5.99358
H  2.61068  0.20397  -3.88310
H  2.94109  1.95173  -4.24054
H  2.02621  -0.08793  -6.34952
H  3.70391  0.45322  -6.13188
H  2.45390  1.62680  -6.60048
H  1.85147  0.18662  0.99350
Fe  -1.21113  -0.96221  1.26687
C  2.10933  0.61962  0.02411
Si  3.91957  1.01513  0.34463
H  1.73765  -0.09646  -0.74600
H  1.53403  1.55285  -0.00436
C  4.77230  -0.36534  -0.58855
C  3.78808  0.62974  2.19715
C  4.18600  2.89658  0.04571
C  -2.91781  -1.77956  1.45278
Si  -3.66453  -0.09400  1.19433
H  -2.92300  -2.45320  2.35306
H  -3.04150  -2.35418  0.49728
C  -5.12064  -0.43452  0.07591
C  -2.65700  1.29340  0.40630
C  -4.12533  0.57429  2.87113
H  3.62891  3.24761  -0.83715
H  5.23714  3.19093  -0.07515
H  3.79993  3.44075  0.91723
H  4.31213  -1.28434  -0.20037
H  5.85108  -0.39261  -0.41131
H  4.54750  -0.30354  -1.66377
H  3.35382  -0.37451  2.22897
H  3.03423  1.31757  2.60752
H  4.68400  0.65509  2.82154
H  -3.31690  1.75867  -0.35100
H  -1.71692  1.05194  -0.13341
H  -2.39866  2.09665  1.12640
H  -5.05371  1.14582  2.75099
H  -3.35574  1.23301  3.30114
H  -4.28600  -0.24297  3.58350
H  -5.96952  0.18987  0.38056
H  -5.42875  -1.48662  0.13474
H  -4.90036  -0.23292  -0.97935
C  -1.14792  3.56654  4.74746
C  -0.83803  3.51534  3.37386
C  -0.47499  2.29165  2.78728
C  -0.51600  1.09971  3.57087
C  -0.65946  1.20534  4.97531
C  -0.99842  2.42997  5.56579
N  -0.58111  -0.19508  2.99943
N  -0.29394  -1.10001  3.94387
C  0.22379  -2.23135  3.36648
C  0.78676  -3.22957  4.21546
C  1.37754  -4.35094  3.66002
C  1.44453  -4.44444  2.26147
C  0.89242  -3.42782  1.42144
C  0.19611  -2.34416  1.96731
H  -1.51276  4.51062  5.15875
H  -0.92221  4.42037  2.74367
H  -0.22135  2.20812  1.72244
H  -0.60238  0.30031  5.58275
H  -1.18044  2.49177  6.64577
H  0.70025  -3.09604  5.28131
H  1.76889  -5.16228  4.28054
H  1.93055  -5.31052  1.79940
H  1.03953  -3.50660  0.33352

***

Computed, not measured: 2 unconnected molecules or ions with the total composition C5H14 in a non-equilibrium geometry, with ωB97M-V with the def2-TZVPD basis set.

Total charge = -1
<S²> = 0.750
Frontier orbital gap (alpha / beta) = 2.75 / 11.32 eV
Highest occupied orbital energy (alpha / beta) = 1.578 / -7.066 eV
LUMO energy (alpha / beta) = 0.1589 / 0.1563 hartree
Multiplicity = 2

Cartesian coordinates (Å):
C  -0.93478  -0.14427  -1.26878
C  -0.52888  1.17869  -1.91663
C  -2.00296  0.15463  -0.17483
H  -1.09640  -1.01740  -1.86356
H  -0.09130  -0.56657  -0.68156
H  -0.91754  2.11390  -1.53438
H  -2.01989  -0.36169  0.76324
H  -2.04469  1.25452  0.13458
H  -3.02255  0.06585  -0.59989
H  0.55365  1.33102  -1.89321
H  -0.89002  1.14185  -2.96632
C  1.86483  -0.88222  0.92141
C  1.51353  -0.26861  2.30420
H  2.03788  -0.21082  0.09582
H  2.61026  -1.67252  1.03222
H  1.10151  -1.53453  0.46769
H  0.44745  -0.03194  2.30409
H  2.18942  0.57702  2.52715
H  1.63563  -1.10034  3.00531

***

Taking the records one at a time from the top gives energy relative to the best compared isomer or geometry (same formula, charge and spin) values of 0.8330, 1.1002 eV.
Taking the records one at a time from the top gives E_tot values of -3200.6002, -198.7921 Eh.